[1]
A structure of composition C23H16CaN7O2. Source: the Open Molecules 2025 dataset; level of theory: the ωB97M-V functional and the def2-TZVPD basis.

XYZ file:
```
49
Properties=species:S:1:pos:R:3
Ca -1.01 0.17 0.40
O 1.17 0.20 -0.28
O -2.64 1.64 0.38
N 1.49 2.27 0.73
N -1.62 -1.73 -1.10
N -1.47 -1.43 2.17
N -2.38 -3.59 2.92
N -2.41 -3.82 -1.06
N 0.10 2.28 0.84
N -3.60 -5.01 1.31
C 5.63 1.89 0.20
C 0.79 -4.66 -2.73
C 3.90 -0.15 -0.53
C 6.14 0.71 -0.33
C -1.82 3.73 1.21
C -0.40 3.43 1.09
C -0.69 -2.58 -1.71
C -3.45 5.45 1.80
C -3.03 -4.32 2.05
C -4.48 4.56 1.45
C 1.90 1.16 0.16
C -4.19 3.30 0.98
C -1.90 -2.45 2.52
C 0.55 -2.29 -2.26
C -1.17 -3.89 -1.67
C 3.39 1.03 0.00
C 5.27 -0.31 -0.70
C 1.28 -3.34 -2.77
C -0.44 -4.96 -2.18
C -2.59 -2.52 -0.73
C 4.26 2.05 0.37
C -2.15 5.02 1.67
C -2.86 2.83 0.84
H -3.47 -2.20 -0.19
H -3.68 6.44 2.17
H -2.91 -4.56 -0.57
H 7.21 0.59 -0.46
H 0.29 4.27 1.22
H 0.94 -1.28 -2.25
H -5.51 4.87 1.54
H 3.85 2.96 0.78
H 1.40 -5.46 -3.14
H 5.66 -1.23 -1.11
H 6.30 2.69 0.49
H -4.98 2.62 0.70
H -1.34 5.69 1.93
H -0.81 -5.97 -2.14
H 2.26 -3.16 -3.20
H 3.21 -0.93 -0.81
```

Properties
charge = -1
E_tot = -57081.8219 eV
frontier orbital gap = 7.44 eV
HOMO level = -4.66 eV

***

[2]
The molecule C3H4N2OS at a distorted geometry. Source: the Open Molecules 2025 dataset; level of theory: the ωB97M-V functional and the def2-TZVPD basis.

XYZ file:
```
11
Properties=species:S:1:pos:R:3
S 1.36 1.15 -2.14
O 1.00 -2.08 0.74
N 0.19 -0.09 -0.07
N -1.94 0.47 0.94
C 0.35 0.97 -0.89
C 1.10 -1.17 -0.04
C -0.85 -0.17 0.93
H -2.13 1.22 0.25
H 2.00 -1.01 -0.64
H -0.35 1.75 -0.63
H -0.73 -1.04 1.55
```

Properties
E_tot = -19037.7248 eV
SMILES = [H]/N=C\N(C=O)C=S
frontier orbital gap = 8.69 eV
HOMO level = -9.37 eV

***

[3]
The molecule C4H7FS at a distorted geometry. Source: the Open Molecules 2025 dataset; level of theory: the ωB97M-V functional and the def2-TZVPD basis.

XYZ file:
```
13
Properties=species:S:1:pos:R:3
S 0.86 -1.77 1.10
F 0.19 0.56 1.74
C -0.77 -0.06 -0.34
C 0.17 -1.23 -0.50
C 0.18 2.21 0.15
C -0.13 0.98 0.49
H 0.63 2.91 0.85
H 0.81 -3.03 0.62
H 0.02 2.55 -0.89
H 1.01 -0.92 -1.15
H -1.56 -0.50 0.23
H -1.13 0.36 -1.29
H -0.30 -2.05 -1.01
```

Properties
E_tot = -17813.1154 eV
SMILES = C=C(F)CCS
frontier orbital gap = 9.79 eV
HOMO level = -8.97 eV

***

[4]
A cluster of 8 separate species, C32H59N5O9 in total at a distorted geometry. Source: the Open Molecules 2025 dataset; level of theory: the ωB97M-V functional and the def2-TZVPD basis.

XYZ file:
```
105
Properties=species:S:1:pos:R:3
O 14.69 15.48 18.00
O 14.85 11.91 20.42
O 13.05 16.23 16.65
O 13.27 17.13 18.59
O 9.91 16.29 12.37
O 15.15 10.93 22.28
O 14.11 9.80 20.57
O 8.19 15.52 13.45
O 10.23 15.07 14.26
N 19.06 11.82 18.42
N 12.61 9.12 11.06
N 18.44 10.32 12.95
N 9.73 10.76 12.84
N 15.57 10.07 15.59
C 7.70 14.64 14.48
C 18.08 7.77 12.60
C 11.00 11.29 8.94
C 9.80 10.25 13.84
C 13.94 17.22 19.88
C 10.34 10.76 16.21
C 18.31 9.19 12.81
C 14.62 10.78 21.07
C 14.50 11.94 19.03
C 17.71 13.83 17.48
C 17.81 13.08 14.98
C 17.57 7.44 11.20
C 9.69 10.57 9.11
C 13.02 12.12 18.81
C 14.26 11.99 13.13
C 9.52 15.62 13.46
C 15.08 10.70 13.11
C 11.33 16.55 12.30
C 9.97 9.66 15.21
C 11.75 11.45 10.26
C 18.48 7.96 10.11
C 18.45 12.70 18.00
C 15.21 9.74 23.11
C 12.96 11.81 13.98
C 15.42 10.29 14.48
C 9.49 11.95 16.13
C 13.29 15.20 15.68
C 12.23 10.15 10.75
C 13.14 18.04 20.83
C 12.16 15.42 11.72
C 17.01 13.61 16.17
C 13.79 16.25 17.75
H 8.40 11.64 16.20
H 10.24 10.24 17.18
H 11.66 16.93 13.26
H 11.65 10.81 8.20
H 12.38 12.75 13.93
H 9.12 11.20 9.82
H 17.17 13.12 14.07
H 19.44 7.47 10.21
H 9.64 12.46 15.18
H 18.62 9.06 10.14
H 6.64 14.81 14.37
H 14.76 11.01 18.57
H 16.60 14.56 15.82
H 14.93 17.60 19.66
H 7.89 13.59 14.25
H 18.72 13.63 14.79
H 14.22 9.27 23.19
H 14.04 12.27 12.08
H 16.55 7.82 11.13
H 13.69 14.31 16.17
H 18.42 14.66 17.45
H 19.05 7.32 12.84
H 12.30 15.02 15.22
H 13.19 11.61 15.03
H 11.33 17.38 11.58
H 18.11 12.04 15.08
H 16.15 12.95 16.36
H 10.80 12.30 8.60
H 9.69 12.64 16.96
H 13.61 17.96 21.81
H 13.12 19.10 20.55
H 17.47 6.36 11.18
H 8.03 14.92 15.50
H 15.92 9.03 22.72
H 12.10 17.69 20.95
H 12.67 13.08 19.19
H 8.99 9.30 15.55
H 14.10 16.18 20.22
H 9.88 9.60 9.56
H 10.62 8.79 15.17
H 11.42 10.99 16.15
H 12.86 11.98 17.74
H 14.83 12.76 13.61
H 18.10 7.70 9.14
H 11.92 14.48 12.20
H 12.29 11.04 13.58
H 17.39 7.35 13.33
H 15.14 12.73 18.59
H 14.51 9.93 12.57
H 11.90 15.33 10.63
H 11.08 11.76 11.09
H 9.10 10.43 8.18
H 12.63 12.10 10.18
H 15.51 10.08 24.12
H 16.08 10.81 12.68
H 12.63 11.23 19.30
H 16.93 14.07 18.23
H 13.23 15.61 11.78
H 14.03 15.56 14.97
```

Properties
E_tot = -60018.2741 eV
SMILES = CCOC(=O)OC.CCOC(=O)OC.CCOC(=O)OC.CCCC#N.CCCC#N.CCCC#N.CCCC#N.CCCC#N
frontier orbital gap = 11.02 eV
HOMO level = -10.47 eV

***

[5]
A structure of composition C9H9AlF18N3O16S7 at a distorted geometry. Source: the Open Molecules 2025 dataset; level of theory: the ωB97M-V functional and the def2-TZVPD basis.

XYZ file:
```
63
Properties=species:S:1:pos:R:3
S 0.72 1.82 2.34
S 1.68 1.90 -2.06
S 1.57 -3.06 -0.63
S 0.19 -0.55 3.65
S 0.29 -3.16 -2.93
S -3.55 2.28 0.76
S -5.07 0.29 0.86
Al -1.16 -0.64 -0.07
F -2.43 -0.41 3.61
F 4.23 -2.82 -0.44
F 3.13 -0.96 -0.50
F -2.31 3.39 2.89
F 3.12 2.88 2.56
F -3.99 2.18 3.48
F -6.59 -1.71 1.65
F 3.15 0.78 3.05
F -1.59 1.19 4.82
F -1.78 -4.78 -3.79
F -4.84 -2.41 0.70
F 2.94 1.28 1.02
F -1.68 -0.87 5.51
F -4.27 4.09 2.48
F -1.87 -4.07 -1.70
F -4.67 -1.55 2.72
F -0.54 -5.65 -2.30
F 3.40 -2.11 -2.32
O -0.28 -2.27 -3.93
O 1.20 -0.17 4.57
O 0.45 2.49 3.57
O 3.23 1.53 -1.70
O -2.97 -1.47 -1.77
O -2.32 2.72 0.15
O 0.23 2.48 1.17
O 1.21 -2.60 0.69
O 0.01 -1.95 3.38
O 1.76 -4.47 -0.77
O -5.58 0.13 -0.48
O 1.64 3.32 -2.19
O -4.65 2.73 -0.02
O 0.86 1.10 -1.20
O -5.89 1.05 1.77
O 1.44 -3.84 -3.44
N -3.50 0.57 0.95
N 0.17 0.18 2.20
N 0.41 -2.32 -1.61
C 3.22 -2.18 -1.00
C -1.10 -4.49 -2.70
C 4.23 2.15 -2.49
C 2.63 1.70 2.24
C -5.29 -1.48 1.54
C 1.60 1.06 -3.66
C 5.64 1.94 -1.94
C -1.44 -0.07 4.47
C -3.52 3.00 2.56
H 1.28 1.79 -4.40
H 5.88 0.88 -1.91
H 5.79 2.33 -0.94
H 6.33 2.54 -2.54
H -2.28 -1.66 -2.43
H 2.50 0.50 -3.86
H 4.09 3.23 -2.51
H 4.25 1.78 -3.52
H 0.71 0.43 -3.61
```

Properties
charge = -1
E_tot = -178060.0554 eV
frontier orbital gap = 4.91 eV
HOMO level = -7.99 eV

***

What is the formula in the fourth record? C32H59N5O9

***

Which formula does entry 1 have? C23H16CaN7O2